No. 1
This record from the OMol25 dataset describes C20H58N10O16PZn2 as an isolated structure. The level of theory is wB97M-V/def2-TZVPD.

Last column: Mulliken charge in e.
Element x y z (Å)
Zn  1.902  22.650  27.685  2.178
Zn  -1.365  26.307  29.028  -0.925
P  0.510  24.757  28.284  0.863
O  0.868  23.523  29.059  -1.230
O  1.425  24.427  27.050  0.847
O  0.568  26.049  29.134  0.039
O  -0.960  24.797  27.834  1.597
C  2.912  27.078  25.682  0.268
O  3.512  28.038  25.222  -0.762
N  3.461  25.937  26.026  0.072
N  1.676  27.018  26.068  0.264
H  2.803  25.236  26.337  -0.289
H  4.458  25.806  25.939  0.256
H  1.392  26.130  26.455  -0.247
H  1.007  27.749  25.872  0.028
C  -1.690  23.964  24.473  0.276
O  -2.201  23.691  23.333  -0.769
N  -0.394  23.967  24.791  -0.135
N  -2.382  24.114  25.540  0.158
H  -0.038  24.478  25.586  -0.193
H  0.306  23.695  24.116  0.168
H  -1.968  24.329  26.436  -0.751
H  -3.365  23.947  25.377  0.232
C  3.924  23.683  29.640  0.274
O  3.639  23.032  28.638  -0.889
N  5.059  24.303  29.773  -0.349
N  3.077  23.978  30.582  -0.039
H  5.704  24.269  28.997  0.233
H  5.340  24.819  30.595  0.180
H  2.150  23.748  30.253  -0.243
H  3.286  24.459  31.445  0.261
C  3.156  28.332  29.154  0.380
O  3.723  29.390  28.935  -0.732
N  2.047  28.125  29.836  -0.280
N  3.639  27.172  28.873  -0.087
H  1.665  27.198  29.709  0.178
H  1.541  28.974  30.041  0.249
H  4.475  27.073  28.315  0.219
H  2.996  26.409  29.031  -0.314
C  4.897  21.664  22.100  -0.797
O  3.970  22.011  23.119  -0.315
C  4.564  22.555  24.258  -1.106
C  3.501  22.828  25.393  -0.504
N  2.800  21.663  26.037  0.418
C  3.807  20.739  26.519  -1.253
C  3.054  20.027  27.650  -0.897
O  2.261  20.834  28.458  0.394
C  1.871  20.057  29.621  -1.098
H  4.391  21.306  21.203  0.232
H  5.508  20.916  22.606  0.342
H  5.585  22.464  21.826  0.312
H  5.067  23.481  23.980  0.575
H  5.372  21.969  24.697  0.468
H  2.676  23.445  25.037  0.365
H  3.881  23.397  26.242  0.292
H  2.256  21.175  25.340  0.362
H  4.786  21.102  26.833  0.344
H  3.969  20.009  25.726  0.518
H  3.670  19.298  28.176  0.577
H  2.416  19.336  27.099  0.489
H  1.494  19.103  29.252  0.466
H  1.072  20.565  30.161  0.061
H  2.692  19.721  30.255  0.319
C  -0.556  21.555  32.082  -0.184
O  -1.639  22.450  32.146  -0.394
C  -1.333  23.746  32.715  -1.011
C  -0.928  24.853  31.608  -0.540
N  -1.955  24.986  30.547  0.485
C  -3.288  25.428  30.957  -0.901
C  -4.090  25.534  29.680  -0.718
O  -3.415  26.259  28.699  0.292
C  -4.058  26.227  27.400  -1.063
H  0.283  22.027  31.570  -0.153
H  -0.825  20.635  31.564  0.222
H  -0.271  21.290  33.100  0.450
H  -0.546  23.716  33.469  0.473
H  -2.160  24.205  33.256  0.510
H  -0.021  24.555  31.082  -0.190
H  -0.724  25.792  32.122  0.481
H  -2.201  24.071  30.198  0.061
H  -3.082  26.400  31.406  0.373
H  -3.882  24.777  31.599  0.526
H  -4.923  26.187  29.943  0.464
H  -4.359  24.556  29.281  0.496
H  -3.679  26.964  26.691  0.275
H  -5.122  26.423  27.535  0.431
H  -4.017  25.258  26.904  0.212
C  -1.152  28.832  27.919  -0.379
C  -2.014  29.050  29.116  -0.719
O  -1.813  28.012  30.016  -0.157
O  -1.292  27.532  27.335  -0.906
H  -0.074  28.815  28.077  0.073
H  -1.483  29.541  27.160  0.528
H  -3.065  29.084  28.830  0.254
H  -1.745  29.921  29.712  0.540
H  -2.073  28.309  30.891  0.266
H  -1.437  27.665  26.396  0.493
C  -1.853  21.552  28.502  0.260
C  -1.120  21.035  27.250  -0.785
O  0.027  21.871  26.916  -0.759
O  -2.580  22.711  28.487  -0.659
H  -1.072  21.759  29.234  -0.333
H  -2.374  20.700  28.938  0.689
H  -1.800  21.005  26.399  0.380
H  -0.684  20.049  27.413  0.437
H  -0.382  22.462  26.279  -0.008
H  -2.031  23.405  28.114  -0.363

energy relative to the best compared isomer or geometry (same formula, charge and spin)	5.0	kcal per mole
highest occupied orbital energy	-10.9	eV
orbital gap	0.3084	Eh
E_tot	-6448.272952	Eh
charge	+1

No. 2
This record from the OMol25 dataset describes C20H58N10O16PZn2 as an isolated structure. The level of theory is wB97M-V/def2-TZVPD.

Last column: Mulliken spin population.
Element x y z (Å)
Zn  -25.116  11.254  -33.636  0.001
Zn  -20.793  11.721  -31.136  0.001
P  -22.948  11.619  -32.350  0.001
O  -22.665  11.728  -30.823  0.001
O  -21.545  11.937  -32.857  -0.001
O  -23.975  12.593  -32.928  0.017
O  -23.580  10.302  -32.837  0.000
C  -20.207  8.803  -32.194  0.000
O  -20.076  9.840  -31.564  0.000
N  -21.299  8.477  -32.863  0.000
N  -19.357  7.853  -32.035  0.000
H  -22.009  9.183  -32.997  0.000
H  -21.371  7.696  -33.499  0.000
H  -18.680  8.064  -31.316  0.000
H  -19.477  6.941  -32.450  0.000
C  -24.313  15.826  -33.154  -0.033
O  -24.415  17.006  -33.324  0.838
N  -24.888  15.172  -32.194  0.117
N  -23.894  14.996  -34.006  0.075
H  -24.898  14.163  -32.219  -0.003
H  -25.542  15.634  -31.578  -0.005
H  -23.892  14.011  -33.782  0.003
H  -23.679  15.218  -34.967  -0.007
C  -24.109  8.148  -29.987  0.000
O  -24.517  7.171  -29.343  0.000
N  -24.358  8.288  -31.232  0.000
N  -23.308  9.075  -29.615  0.000
H  -24.003  9.028  -31.820  0.000
H  -24.977  7.534  -31.497  0.000
H  -23.296  9.802  -30.316  0.000
H  -22.964  9.263  -28.684  0.000
C  -27.129  10.635  -31.035  0.000
O  -26.336  11.228  -31.806  0.000
N  -26.890  10.288  -29.790  0.000
N  -28.373  10.444  -31.326  0.000
H  -27.375  9.495  -29.395  0.000
H  -26.085  10.762  -29.405  0.000
H  -28.748  10.677  -32.235  0.000
H  -28.942  9.991  -30.626  0.000
C  -24.052  11.054  -39.685  0.000
O  -24.426  10.398  -38.492  0.000
C  -23.387  10.232  -37.547  0.000
C  -24.065  10.122  -36.143  0.000
N  -24.487  11.402  -35.614  -0.001
C  -25.658  11.905  -36.359  0.000
C  -26.344  13.069  -35.537  0.000
O  -26.459  12.664  -34.186  -0.001
C  -27.572  13.409  -33.527  -0.001
H  -22.979  11.175  -39.838  0.000
H  -24.373  12.095  -39.654  0.000
H  -24.303  10.564  -40.626  0.000
H  -22.514  10.873  -37.668  0.000
H  -22.928  9.277  -37.804  0.000
H  -23.229  9.701  -35.585  0.000
H  -24.901  9.422  -36.151  0.000
H  -23.743  12.055  -35.813  0.000
H  -26.409  11.117  -36.393  0.000
H  -25.490  12.151  -37.408  0.000
H  -27.291  13.194  -36.062  0.000
H  -25.790  14.008  -35.541  0.000
H  -27.480  13.636  -32.465  0.000
H  -28.470  12.838  -33.765  0.000
H  -27.653  14.441  -33.869  0.000
C  -21.760  7.606  -27.079  0.000
O  -21.275  8.881  -27.445  0.000
C  -20.355  8.844  -28.512  0.000
C  -19.697  10.239  -28.616  0.000
N  -20.595  11.255  -29.134  0.000
C  -20.218  12.543  -28.580  0.000
C  -21.060  13.657  -29.079  0.000
O  -20.908  13.662  -30.547  0.001
C  -21.511  14.762  -31.252  -0.005
H  -22.323  7.064  -27.840  0.000
H  -22.485  7.607  -26.265  0.000
H  -20.888  6.998  -26.839  0.000
H  -20.955  8.655  -29.403  0.000
H  -19.505  8.207  -28.271  0.000
H  -18.837  10.285  -29.285  0.000
H  -19.358  10.433  -27.599  0.000
H  -21.530  11.003  -28.847  0.000
H  -19.196  12.754  -28.894  0.000
H  -20.310  12.466  -27.497  0.000
H  -20.688  14.619  -28.726  0.000
H  -22.073  13.592  -28.682  0.000
H  -21.127  15.761  -31.046  -0.001
H  -22.554  14.805  -30.936  0.004
H  -21.574  14.606  -32.329  0.000
C  -20.435  12.850  -35.855  0.000
C  -19.985  11.396  -35.902  0.000
O  -19.888  10.687  -34.680  0.000
O  -21.794  12.840  -35.298  -0.001
H  -20.409  13.248  -36.869  0.000
H  -19.810  13.407  -35.158  0.000
H  -18.964  11.329  -36.279  0.000
H  -20.607  10.822  -36.588  0.000
H  -20.530  11.049  -34.065  0.000
H  -21.720  12.716  -34.349  0.000
C  -25.699  13.979  -27.801  0.001
C  -24.956  13.633  -29.070  0.001
O  -24.629  12.227  -29.014  0.001
O  -24.941  13.924  -26.626  0.000
H  -26.592  13.371  -27.652  0.000
H  -26.114  14.983  -27.888  0.000
H  -24.078  14.279  -29.090  0.001
H  -25.543  13.705  -29.985  -0.003
H  -23.916  12.153  -29.652  0.000
H  -24.662  13.030  -26.417  0.000

⟨S²⟩	0.7545
spin multiplicity	2
highest occupied orbital energy (spin up / spin down)	-13.1 / -13.1	eV
orbital gap (spin up / spin down)	0.3113 / 0.0924	Eh
E_tot	-6447.895753	Eh
charge	+2

Q: Which of these has the lowest E_tot?
A: number 1

Q: Among the records above, which one has the lowest E_tot?
A: number 1

Q: Which of these has the lowest charge?
A: number 1

Q: What is the charge in the first record?
A: +1